Entry 1:
Molecular formula: C25H20N4O2Pd
Method: DFT, wB97M-V/def2-TZVPD

Last column: Mulliken charge in e.
Atoms and positions in Å:
Pd (0.198, 0.230, -0.112)  0.037
O (3.537, -2.810, 2.979)  -0.672
C (4.391, -2.140, 2.190)  0.410
C (5.753, -2.370, 2.393)  -0.664
C (6.696, -1.728, 1.621)  -0.312
C (6.309, -0.836, 0.621)  -0.750
C (4.968, -0.602, 0.416)  -0.570
C (3.987, -1.238, 1.186)  0.425
C (2.571, -0.921, 0.903)  1.008
O (2.307, -0.082, -0.009)  -0.869
N (1.653, -1.566, 1.661)  -1.027
N (0.416, -1.173, 1.328)  0.009
C (-0.667, -1.647, 1.820)  -0.453
C (-1.906, -1.069, 1.291)  0.756
C (-3.157, -1.421, 1.772)  -0.848
C (-4.285, -0.821, 1.238)  -0.158
C (-4.142, 0.118, 0.231)  -1.061
C (-2.865, 0.423, -0.213)  -0.142
N (-1.781, -0.155, 0.296)  -0.028
H (2.621, -2.565, 2.698)  0.628
H (6.038, -3.068, 3.170)  0.423
H (7.747, -1.923, 1.794)  0.369
H (7.051, -0.335, 0.014)  0.413
H (4.634, 0.082, -0.352)  0.429
H (-0.677, -2.427, 2.574)  0.402
H (-3.235, -2.154, 2.563)  0.393
H (-5.267, -1.085, 1.607)  0.424
H (-4.995, 0.613, -0.208)  0.408
H (-2.688, 1.144, -0.998)  0.615
N (1.010, 2.517, 1.108)  -0.339
C (-0.221, 3.161, 1.137)  0.837
C (-0.749, 3.603, 2.347)  -0.867
C (-2.011, 4.172, 2.409)  -0.552
C (-2.763, 4.324, 1.258)  -0.941
C (-2.234, 3.898, 0.048)  -0.506
C (-0.975, 3.310, -0.044)  0.613
C (-0.495, 2.837, -1.382)  0.621
C (-0.574, 3.718, -2.465)  -0.578
C (-0.252, 3.303, -3.745)  -0.690
C (0.147, 1.993, -3.961)  -0.580
C (0.251, 1.113, -2.894)  -0.395
C (-0.047, 1.516, -1.591)  -0.050
H (1.557, 2.580, 1.952)  0.244
H (1.566, 2.647, 0.276)  0.262
H (-0.157, 3.502, 3.250)  0.349
H (-2.399, 4.506, 3.363)  0.392
H (-3.749, 4.767, 1.299)  0.404
H (-2.808, 4.002, -0.866)  0.467
H (-0.891, 4.738, -2.281)  0.466
H (-0.310, 3.999, -4.572)  0.383
H (0.386, 1.660, -4.964)  0.392
H (0.575, 0.094, -3.073)  0.472

Values from the calculation:
- M (Da) = 514.9
- total charge = 0
- total energy (hartree) = -1462.0759
- energy relative to the best compared isomer or geometry (same formula, charge and spin) (eV) = 0.0000
- gap between HOMO and LUMO (eV) = 6.992
- highest occupied orbital energy (eV) = -7.795

Entry 2:
Molecular formula: C18H27N5O2
Method: DFT, wB97M-V/def2-TZVPD

Last column: Mulliken charge in e.
Atoms and positions in Å:
C (1.446, 4.540, -4.747)  -1.370
C (1.678, 3.343, -3.893)  0.718
N (0.692, 2.776, -3.314)  -1.055
N (0.865, 1.698, -2.532)  0.959
C (2.085, 1.107, -2.276)  0.527
O (2.173, 0.138, -1.532)  -0.797
C (3.187, 1.740, -2.954)  0.147
C (4.538, 1.464, -2.986)  -0.520
C (5.133, 2.429, -3.810)  -0.736
C (4.146, 3.271, -4.261)  -0.285
N (2.962, 2.858, -3.745)  0.065
H (4.214, 4.124, -4.905)  0.414
H (6.176, 2.502, -4.049)  0.464
H (5.021, 0.658, -2.472)  0.528
C (-0.352, 1.155, -1.964)  -1.160
H (-0.288, 0.063, -1.996)  0.421
H (-1.184, 1.511, -2.571)  0.352
C (-0.591, 1.599, -0.506)  0.755
O (-1.553, 2.266, -0.189)  -0.679
N (0.358, 1.166, 0.336)  0.020
H (1.095, 0.568, -0.028)  0.318
C (0.307, 1.380, 1.764)  -0.989
H (1.227, 1.884, 2.081)  0.353
C (0.153, 0.058, 2.513)  -0.564
H (0.248, 0.233, 3.585)  0.214
H (0.956, -0.618, 2.214)  0.320
C (-1.203, -0.597, 2.230)  -0.591
N (-1.268, -1.906, 2.855)  0.306
C (-0.764, -2.971, 2.008)  -0.859
C (-1.758, -3.427, 0.932)  -0.449
C (-3.067, -3.851, 1.588)  -0.732
C (-3.595, -2.714, 2.459)  -0.716
H (-3.859, -1.870, 1.816)  0.295
H (-4.497, -3.028, 2.988)  0.411
C (-2.541, -2.241, 3.477)  0.119
C (-2.330, -3.259, 4.601)  -1.708
H (-2.073, -4.241, 4.217)  0.327
H (-3.239, -3.350, 5.191)  0.441
H (-1.524, -2.921, 5.246)  0.376
H (-2.911, -1.323, 3.949)  0.444
H (-2.898, -4.742, 2.197)  0.302
H (-3.807, -4.109, 0.826)  0.373
H (-1.951, -2.605, 0.238)  0.145
H (-1.327, -4.252, 0.362)  0.413
H (0.161, -2.628, 1.540)  0.355
H (-0.513, -3.821, 2.648)  0.468
H (-1.358, -0.645, 1.143)  0.019
H (-1.988, 0.043, 2.640)  0.404
H (-0.545, 2.035, 1.960)  0.442
H (0.387, 4.775, -4.741)  0.367
H (2.006, 5.392, -4.364)  0.312
H (1.768, 4.346, -5.769)  0.313

Values from the calculation:
- M (Da) = 345.4
- SMILES = Cc1nn(CC(=O)NCCCN2CCCC[C@H]2C)c(=O)c2cccn12
- total charge = 0
- total energy (hartree) = -1126.3778
- energy relative to the best compared isomer or geometry (same formula, charge and spin) (eV) = 1.4899
- gap between HOMO and LUMO (eV) = 8.536
- highest occupied orbital energy (eV) = -7.878

Entry 3:
Molecular formula: C4H4N2O3
Method: DFT, wB97M-V/def2-TZVPD

Last column: Mulliken charge in e.
Atoms and positions in Å:
C (0.424, -0.707, -2.034)  -0.837
C (-0.024, 0.479, 0.112)  0.688
C (-0.402, 1.087, 2.202)  0.470
C (-0.310, -0.634, 2.030)  0.518
H (-0.248, -1.459, -1.602)  0.301
H (1.426, -1.061, -2.188)  0.276
H (0.077, -0.505, -3.033)  0.338
H (0.081, 1.378, -1.730)  0.304
N (0.256, 0.555, -1.219)  -0.174
N (-0.146, 1.479, 0.890)  -0.636
O (-0.623, 1.757, 3.153)  -0.459
O (-0.441, -1.561, 2.751)  -0.468
O (-0.070, -0.807, 0.667)  -0.319

Values from the calculation:
- M (Da) = 128.1
- SMILES = CNC1=NC(=O)C(=O)O1
- total charge = 0
- total energy (hartree) = -490.0547
- energy relative to the best compared isomer or geometry (same formula, charge and spin) (eV) = 0.7933
- gap between HOMO and LUMO (eV) = 9.731
- highest occupied orbital energy (eV) = -9.880